C39H66O35P2 | the ωB97M-V functional and the def2-TZVPD basis

XYZ file:
```
142
Properties=species:S:1:pos:R:3:lowdin_charge:R:1
C -8.0790 -0.5061 -1.6605 -0.065
C -7.3394 -1.3453 -2.7181 -0.287
O -5.9581 -1.2868 -2.4698 -0.217
P -5.0597 -0.2839 -3.3735 0.573
O -5.8215 1.0229 -3.5990 -0.262
O -3.6332 -0.1524 -2.5877 -0.213
C -3.5578 0.3413 -1.2510 -0.218
C -3.3386 -0.9625 -0.4147 -0.060
O -4.6633 -1.2035 -4.7009 -0.179
C -4.0615 -2.4440 -4.5059 -0.320
C -3.8902 -3.0750 -5.8649 -0.055
H -8.0136 -0.8791 -0.6384 0.076
H -7.7610 0.5228 -1.8289 0.071
H -9.1490 -0.5218 -1.8680 0.070
H -7.6619 -2.3734 -2.5531 0.113
H -7.5302 -1.0744 -3.7566 0.117
H -2.6435 0.9173 -1.1080 0.103
H -4.4270 0.9264 -0.9508 0.115
H -4.0023 -1.7662 -0.7336 0.067
H -2.3156 -1.3372 -0.4485 0.051
H -3.7075 -0.9365 0.6107 0.071
H -3.0817 -2.1939 -4.0989 0.099
H -4.5012 -3.0629 -3.7237 0.121
H -4.7752 -3.0878 -6.5010 0.082
H -3.1102 -2.6657 -6.5068 0.072
H -3.5724 -4.0664 -5.5422 0.074
C -2.7031 7.9028 3.9430 -0.066
C -2.1380 6.7771 4.7733 -0.250
O -0.7197 6.7780 4.6438 -0.183
P -0.0489 5.7879 3.6200 0.482
O -0.6236 5.7268 2.2337 -0.238
O 1.4913 6.3701 3.6116 -0.185
C 2.0840 7.2968 4.5035 -0.259
C 2.3412 6.6455 5.9067 -0.070
O 0.0020 4.3512 4.3680 -0.206
C 0.2807 3.1963 3.5364 -0.217
C 0.8182 2.1086 4.5278 -0.038
H -2.4578 8.9178 4.2558 0.084
H -2.4365 7.7640 2.8952 0.068
H -3.7850 7.8407 3.8262 0.082
H -2.2681 6.9347 5.8440 0.126
H -2.5669 5.8081 4.5177 0.099
H 3.0796 7.6671 4.2591 0.113
H 1.4780 8.1951 4.6218 0.110
H 2.8575 5.6876 5.8443 0.071
H 2.8456 7.3197 6.5989 0.075
H 1.3844 6.2961 6.2947 0.057
H -0.7419 3.0145 3.2060 0.105
H 0.8996 3.4413 2.6733 0.096
H 1.5877 2.4969 5.1949 0.070
H 0.0709 1.6992 5.2075 0.077
H 1.2807 1.2752 3.9989 0.053
O 3.9945 2.2426 -0.8640 0.133
C 3.0789 3.0338 -0.6693 -0.515
O 3.2345 4.2538 -0.1630 0.082
C 1.9463 4.8239 0.0880 -0.074
C 1.0317 4.0217 -0.9204 -0.108
O 1.8078 2.9009 -1.1687 0.034
H 1.6368 4.6955 1.1253 0.087
H 1.9134 5.8991 -0.0880 0.133
H 0.6934 4.5621 -1.8045 0.135
H 0.1963 3.6031 -0.3593 0.109
O -5.8641 4.5680 -0.7443 0.098
C -5.0205 4.4913 0.1884 -0.500
O -5.1236 4.9536 1.4498 0.084
C -3.8358 4.9145 2.0045 -0.127
C -3.2479 3.7329 1.2298 -0.161
O -3.8767 3.8177 0.0119 0.069
H -3.1478 5.7419 1.8311 0.109
H -3.8446 4.7298 3.0787 0.125
H -3.4206 2.7103 1.5653 0.138
H -2.1677 3.8263 1.1178 0.108
O 7.6367 1.5741 -0.4622 0.104
C 6.7843 0.7154 -0.7872 -0.446
O 6.3834 0.2460 -1.9840 0.064
C 5.7593 -1.0550 -1.8492 -0.103
C 5.4436 -1.1593 -0.3738 -0.172
O 6.1020 -0.0572 0.2020 0.009
H 4.8811 -1.1571 -2.4868 0.122
H 6.4644 -1.8670 -2.0268 0.127
H 5.8147 -2.0904 0.0544 0.132
H 4.3617 -1.0535 -0.2934 0.095
O -0.7453 -0.8861 -7.1904 0.121
C -0.4101 -0.7240 -6.0242 -0.591
O 0.8489 -0.9907 -5.5788 0.043
C 0.8577 -1.1979 -4.1488 -0.124
C -0.3026 -0.3272 -3.7945 -0.059
O -1.1236 -0.3071 -5.0324 0.095
H 0.8268 -2.1866 -3.6912 0.120
H 1.7866 -0.7238 -3.8317 0.124
H 0.1250 0.6640 -3.6439 0.137
H -0.9420 -0.6345 -2.9669 0.122
O -0.5348 1.3909 0.8702 0.139
C 0.2930 0.5533 0.6054 -0.529
O 1.4261 0.2675 1.3061 0.055
C 1.8015 -1.0725 1.0055 -0.100
C 1.2416 -1.2438 -0.4365 -0.101
O 0.1498 -0.3725 -0.3471 0.045
H 2.8398 -1.3394 1.2024 0.112
H 1.2705 -1.7852 1.6365 0.115
H 0.9730 -2.2690 -0.6914 0.123
H 1.8715 -0.7800 -1.1955 0.123
O -2.2765 -3.3259 1.7439 0.136
C -1.3620 -4.1487 1.7293 -0.473
O 0.0172 -3.8963 1.5205 0.008
C 0.7495 -5.0715 1.8884 -0.121
C -0.2661 -6.1332 2.2042 -0.070
O -1.5352 -5.4584 1.9532 0.062
H 1.4575 -5.3588 1.1110 0.125
H 1.3537 -4.6750 2.7044 0.105
H -0.1648 -6.6249 3.1717 0.140
H -0.2601 -6.8861 1.4161 0.093
O 3.4891 -3.3922 -1.6121 0.157
C 3.6749 -3.9784 -2.6416 -0.564
O 2.8084 -4.5342 -3.4632 0.088
C 3.3385 -4.5652 -4.7263 -0.153
C 4.7729 -4.3339 -4.5359 -0.148
O 4.8824 -4.0107 -3.2036 0.083
H 3.2740 -5.5662 -5.1529 0.142
H 2.9306 -3.8119 -5.4002 0.146
H 4.9948 -3.4381 -5.1159 0.147
H 5.2942 -5.2576 -4.7871 0.144
O 3.1433 -4.7708 4.2387 0.130
C 3.6417 -3.6658 4.1460 -0.508
O 4.9833 -3.3472 4.2913 0.064
C 5.1785 -1.9813 4.1193 -0.147
C 3.7819 -1.3674 4.2384 -0.091
O 2.9528 -2.5260 4.1306 0.061
H 5.8330 -1.4711 4.8260 0.132
H 5.7275 -1.8185 3.1918 0.126
H 3.6065 -0.6343 3.4511 0.122
H 3.6922 -0.8525 5.1949 0.133
O -1.1677 -3.7526 -1.9230 0.120
C -0.8129 -4.9361 -1.9818 -0.596
O 0.3367 -5.3001 -2.4916 0.067
C 0.7086 -6.5381 -2.0301 -0.120
C -0.6015 -7.1004 -1.3811 -0.061
O -1.4115 -5.9372 -1.4449 0.108
H 1.0244 -7.1500 -2.8751 0.136
H 1.4552 -6.4679 -1.2390 0.126
H -0.4289 -7.4656 -0.3687 0.105
H -1.0426 -7.9092 -1.9637 0.133
```

The relative energy (zero: lowest compared OMol25 entry of this formula, charge and spin) comes out at 103.4 kcal/mol. As for the structure (SMILES): CCOP(=O)(OCC)OCC.CCOP(=O)(OCC)OCC.O=C1OCCO1.O=C1OCCO1.O=C1OCCO1.O=C1OCCO1.O=C1OCCO1.O=C1OCCO1.O=C1OCCO1.O=C1OCCO1.O=C1OCCO1. The value obtained for the gap between HOMO and LUMO is 9.4 eV. For the molar mass, the calculation gives 1156.9 g mol⁻¹. For the total energy, the calculation gives -4841.909396 Eh. Its spin multiplicity is 1. The largest force on an atom comes out at 5.79 eV/A.